Computed, not measured: a molecular structure, C5H10N2, with wB97M-V/def2-TZVPD.

The geometry in XYZ format:
```
17
Properties=species:S:1:pos:R:3:lowdin_charge:R:1
C -2.08 -0.40 0.05 -0.149
C -1.22 -0.69 -1.15 -0.064
N -0.04 0.81 -1.54 0.065
C 0.25 -0.52 -0.95 -0.392
C 0.91 -0.50 0.42 -0.299
C 2.14 0.29 0.66 -0.139
N 0.88 0.64 1.34 0.019
H -3.00 0.13 -0.22 0.068
H -1.62 0.08 0.92 0.064
H -2.40 -1.40 0.37 0.090
H -0.82 0.50 -2.24 0.100
H -0.46 1.45 -0.87 0.083
H 0.87 -1.09 -1.65 0.134
H 0.82 -1.46 0.93 0.140
H 2.92 -0.09 1.31 0.098
H 2.48 0.94 -0.16 0.108
H 0.47 1.46 0.90 0.073
```

- Net charge: 0
- Kohn-Sham gap: 9.25 eV



Computed, not measured: a molecular structure, C5H10N2, with wB97M-V/def2-TZVPD.

The geometry in XYZ format:
```
17
Properties=species:S:1:pos:R:3:lowdin_charge:R:1
C 1.65 -1.01 -0.18 -0.251
C -1.42 -1.29 0.02 -0.023
C -1.42 1.28 0.21 -0.023
C -0.67 -0.02 0.24 -0.327
C 1.71 1.03 -0.16 -0.229
N 0.62 -0.01 0.34 0.038
N 2.10 0.02 -1.05 -0.093
H 2.28 -1.29 0.68 0.099
H 1.26 -1.91 -0.67 0.097
H -1.67 -1.39 -1.05 0.100
H -2.36 -1.27 0.57 0.083
H -0.85 -2.16 0.32 0.078
H -2.33 1.20 0.82 0.083
H -1.73 1.50 -0.81 0.098
H -0.82 2.10 0.58 0.080
H 2.31 1.24 0.74 0.094
H 1.34 1.97 -0.60 0.095
```

- Net charge: 0
- Kohn-Sham gap: 7.44 eV



Computed, not measured: C5H10N2 in the gas phase, with wB97M-V/def2-TZVPD.

The geometry in XYZ format:
```
17
Properties=species:S:1:pos:R:3:lowdin_charge:R:1
C -2.07 -0.20 -0.05 -0.054
C -1.08 -0.35 -1.19 -0.316
N -0.19 0.76 -1.54 0.059
C 0.38 -0.45 -0.97 -0.261
C 1.06 -0.53 0.37 -0.291
C 2.12 0.44 0.71 -0.142
N 0.89 0.37 1.50 0.018
H -2.77 0.63 -0.26 0.079
H -1.57 -0.01 0.90 0.064
H -2.67 -1.11 0.06 0.077
H -1.50 -0.84 -2.07 0.127
H -0.26 1.51 -0.85 0.085
H 0.97 -1.02 -1.70 0.136
H 1.20 -1.57 0.68 0.137
H 3.03 0.11 1.21 0.097
H 2.24 1.28 0.04 0.108
H 0.29 1.17 1.30 0.075
```

- Net charge: 0
- Structure (SMILES): C[C@H]1N[C@H]1[C@H]1CN1
- Kohn-Sham gap: 10.38 eV



Computed, not measured: C5H10N2 in the gas phase, with wB97M-V/def2-TZVPD.

The geometry in XYZ format:
```
17
Properties=species:S:1:pos:R:3:lowdin_charge:R:1
C -1.36 0.79 0.23 -0.136
C 0.06 1.39 -0.18 -0.137
C 2.07 -0.29 -0.04 -0.004
C 0.68 -0.74 0.37 -0.324
C -0.58 -1.54 0.00 -0.179
H -1.38 0.68 1.30 0.091
H -2.09 1.54 -0.03 0.091
H 0.18 2.22 -0.90 0.105
H 0.50 1.70 0.75 0.089
H 2.77 -0.76 -0.73 0.101
H 2.51 0.28 0.63 0.042
H 0.64 -0.24 1.28 0.095
H -0.98 -2.24 0.69 0.090
H -0.36 -1.91 -1.07 0.145
H -1.78 -0.38 -1.26 0.049
N 0.78 0.14 -0.70 -0.078
N -1.67 -0.64 -0.34 -0.040
```

- Net charge: 0
- Structure (SMILES): C1CN2C[C@@H]2CN1
- Kohn-Sham gap: 10.17 eV



Computed, not measured: a molecular structure, C5H10N2, with wB97M-V/def2-TZVPD.

The geometry in XYZ format:
```
17
Properties=species:S:1:pos:R:3:lowdin_charge:R:1
C 1.35 0.60 1.20 -0.168
C 0.32 -0.54 1.45 -0.124
C -0.08 -0.66 0.08 -0.405
C -1.09 -0.09 -1.56 -0.162
C -0.29 0.69 -0.39 -0.277
H 1.25 1.34 1.96 0.086
H 2.49 0.34 1.23 0.135
H 0.61 -1.35 2.09 0.115
H -0.50 -0.03 1.83 0.089
H 0.80 -0.87 -0.50 0.143
H -2.27 -1.30 -0.32 0.096
H -2.09 0.44 -1.70 0.110
H -0.61 -0.43 -2.49 0.105
H -1.19 1.37 -0.03 0.176
H 0.94 2.07 -0.27 0.077
N -1.29 -1.33 -0.70 0.005
N 1.18 1.10 -0.23 -0.002
```

- Net charge: 0
- Kohn-Sham gap: 10.02 eV



Computed, not measured: a molecular structure, C5H10N2, with wB97M-V/def2-TZVPD.

The geometry in XYZ format:
```
17
Properties=species:S:1:pos:R:3:lowdin_charge:R:1
C 1.93 0.24 -0.46 -0.048
N -0.49 0.20 -0.34 -0.187
C 0.68 -0.57 -0.40 -0.378
N -0.60 1.27 -1.26 0.083
C 0.64 -1.89 -0.33 0.062
H -0.28 1.22 2.46 0.006
H -1.01 2.08 -0.80 0.095
H -1.19 1.01 -2.05 0.097
H 2.79 -0.39 -0.66 0.076
H 1.85 1.00 -1.24 0.064
H 2.08 0.76 0.49 0.077
H -0.28 -2.44 -0.27 0.053
H 1.55 -2.47 -0.29 0.055
C -1.61 -0.28 0.22 -0.212
C -2.63 -0.57 0.78 0.121
H -3.51 -0.89 1.24 0.010
H 0.09 1.72 2.92 0.025
```

- Net charge: 0
- Kohn-Sham gap: 9.27 eV



Computed, not measured: C5H10N2 in the gas phase, with wB97M-V/def2-TZVPD.

The geometry in XYZ format:
```
17
Properties=species:S:1:pos:R:3:lowdin_charge:R:1
C -0.39 -0.32 0.23 -0.513
C 0.37 0.02 -1.37 -0.078
C 0.27 -1.60 0.72 -0.064
N 1.12 1.20 -1.09 -0.062
N -1.81 -0.51 0.15 0.056
C 0.05 0.91 0.93 -0.085
C 0.86 1.68 0.18 -0.148
H 1.23 1.88 -1.83 0.120
H -2.19 -1.01 0.94 0.072
H -2.32 0.35 0.00 0.076
H -0.36 0.15 -2.17 0.101
H 1.00 -0.85 -1.53 0.084
H -0.36 1.21 1.87 0.094
H 1.25 2.65 0.44 0.107
H 1.35 -1.50 0.71 0.083
H -0.06 -1.82 1.74 0.078
H 0.00 -2.44 0.08 0.079
```

- Net charge: 0
- Structure (SMILES): C[C@@]1(N)C=CNC1
- Kohn-Sham gap: 8.79 eV



Computed, not measured: a molecular structure, C5H10N2, with wB97M-V/def2-TZVPD.

The geometry in XYZ format:
```
17
Properties=species:S:1:pos:R:3:lowdin_charge:R:1
C -0.59 0.08 -0.07 -0.451
C 0.39 1.40 -0.11 -0.091
C 1.15 -0.83 -0.11 -0.250
C 0.17 -0.69 1.04 -0.104
C -0.02 -0.87 -1.07 -0.071
H -2.42 0.92 -0.66 0.059
H -2.69 -0.38 0.32 0.035
H 0.23 2.03 0.72 0.082
H 0.34 2.04 -0.99 0.093
H 2.29 0.76 0.67 0.075
H 2.07 -1.41 0.06 0.132
H 0.13 -0.13 2.02 0.142
H -0.23 -1.55 1.33 0.058
H -0.64 -1.79 -0.99 0.136
H 0.10 -0.56 -2.02 0.079
N -2.06 0.32 0.06 0.091
N 1.76 0.64 -0.19 -0.014
```

- Net charge: 0
- Kohn-Sham gap: 9.98 eV



Computed, not measured: C5H10N2 in the gas phase, with wB97M-V/def2-TZVPD.

The geometry in XYZ format:
```
17
Properties=species:S:1:pos:R:3:lowdin_charge:R:1
C 0.47 1.07 1.66 -0.056
C 0.76 1.49 0.23 -0.315
N 1.55 0.63 -0.65 0.056
C 0.13 0.73 -0.89 -0.269
C -0.87 -0.33 -0.55 -0.298
C -0.98 -1.59 -1.32 -0.138
N -0.53 -1.61 0.07 0.014
H 1.28 1.41 2.30 0.076
H 0.39 -0.01 1.74 0.067
H -0.48 1.50 2.01 0.083
H 0.95 2.55 0.07 0.130
H 1.79 -0.26 -0.18 0.091
H -0.11 1.25 -1.82 0.137
H -1.80 0.07 -0.14 0.140
H -1.96 -2.05 -1.49 0.098
H -0.25 -1.77 -2.10 0.109
H 0.48 -1.75 0.10 0.076
```

- Net charge: 0
- Structure (SMILES): C[C@H]1N[C@H]1[C@H]1CN1
- Kohn-Sham gap: 10.48 eV



Computed, not measured: C5H10N2 in the gas phase, with wB97M-V/def2-TZVPD.

The geometry in XYZ format:
```
17
Properties=species:S:1:pos:R:3:lowdin_charge:R:1
C -1.55 1.62 -1.71 -0.235
C -1.16 0.14 0.16 -0.180
C 0.92 0.49 1.51 -0.127
C 0.79 -1.04 1.38 -0.232
C 1.40 -1.65 0.03 -0.075
H -2.08 2.74 -1.97 0.131
H -0.76 1.49 -2.48 0.059
H -2.32 0.88 -2.13 0.068
H -2.00 -0.59 -0.23 0.157
H 1.00 0.98 2.45 0.093
H 1.56 0.96 0.66 0.140
H 0.80 -1.77 2.16 0.104
H 1.01 -2.80 0.02 0.112
H 1.21 -1.02 -0.90 0.074
H 2.50 -1.62 0.29 0.068
N -1.01 1.27 -0.48 -0.056
N -0.32 -0.07 1.23 -0.101
```

- Net charge: 0
- Structure (SMILES): C/N=C/N1C[C@@H]1C
- Kohn-Sham gap: 9.58 eV



Computed, not measured: C5H10N2 in the gas phase, with wB97M-V/def2-TZVPD.

The geometry in XYZ format:
```
17
Properties=species:S:1:pos:R:3:lowdin_charge:R:1
C -0.67 0.36 -0.21 -0.124
C -1.74 -0.14 0.32 -0.125
C -3.06 0.52 0.04 -0.095
C 0.92 -1.44 -0.12 0.022
C 2.86 0.51 0.25 -0.169
N 0.64 -0.13 -0.14 -0.259
N 1.51 0.84 -0.06 -0.032
H -0.55 1.22 -0.80 0.112
H -3.34 0.95 0.90 0.010
H -3.09 1.27 -0.83 0.105
H -3.90 -0.30 -0.26 0.127
H -1.60 -1.14 0.74 0.111
H 0.09 -2.11 -0.57 0.096
H 1.88 -1.85 -0.23 0.021
H 3.40 -0.30 -0.32 0.089
H 3.54 1.32 0.04 0.063
H 3.09 0.40 1.25 0.049
```

- Net charge: 0
- Kohn-Sham gap (spin up / spin down): 8.36 / 8.36 eV



Computed, not measured: C5H10N2 in the gas phase, with wB97M-V/def2-TZVPD.

The geometry in XYZ format:
```
17
Properties=species:S:1:pos:R:3:lowdin_charge:R:1
C -2.01 -0.41 -0.01 -0.051
C -1.00 -0.54 -1.12 -0.312
N -0.15 0.53 -1.63 0.055
C 0.48 -0.56 -0.91 -0.251
C 1.14 -0.40 0.44 -0.284
C 2.03 0.75 0.70 -0.141
N 0.77 0.60 1.43 0.016
H -1.59 -0.06 0.94 0.061
H -2.45 -1.40 0.19 0.079
H -2.84 0.25 -0.29 0.077
H -1.37 -1.14 -1.95 0.125
H -0.21 1.41 -1.15 0.082
H 1.07 -1.19 -1.56 0.134
H 1.42 -1.36 0.89 0.136
H 2.93 0.64 1.29 0.097
H 2.08 1.52 -0.07 0.105
H 0.08 1.24 1.07 0.071
```

- Net charge: 0
- Structure (SMILES): C[C@H]1N[C@H]1[C@H]1CN1
- Kohn-Sham gap: 10.34 eV